No. 1
Here is one molecule with the formula C22H16F2N4O2 from the OMol25 dataset. Energies are from the ωB97M-V functional and the def2-TZVPD basis.

Summary:
HOMO (eV): -8.100
F_max (eV/A): 3.9
Energy relative to the best compared isomer or geometry (same formula, charge and spin) (kJ/mol): 6.7
Calculated total energy (eV): -38564.260
HOMO-LUMO gap (eV): 8.4
LUMO energy (eV): 0.35

The geometry in ORCA input format:
```
! RIJCOSX wB97M-V def2-TZVPD def2/J DEFGRID3
* xyz 0 1
F 5.26 -0.80 0.24
F 4.59 -1.77 5.57
O -4.84 0.08 -4.03
O 3.47 1.80 1.45
N -5.96 -2.21 -0.91
N -4.12 -1.63 0.21
N 1.55 1.65 0.15
N -6.48 -1.36 -3.04
C -4.35 -0.85 -2.03
C -0.16 -0.26 -0.31
C -4.79 -1.62 -0.97
C -1.34 -0.52 -0.94
C -5.27 -0.77 -3.05
C 2.62 -0.44 1.26
C -2.03 0.48 -1.68
C -6.75 -2.08 -1.96
C -3.26 0.10 -2.38
C 6.13 -1.32 2.32
C 5.04 -0.98 1.54
C -1.44 1.76 -1.76
C 2.58 1.07 0.96
C 3.76 -0.90 2.11
C 0.45 3.30 -1.09
C 3.59 -1.13 3.49
C 1.52 3.09 -0.03
C -3.64 0.59 -3.60
C 0.43 1.03 -0.38
C -0.26 2.00 -1.08
C 4.69 -1.50 4.26
C 5.98 -1.54 3.68
H 0.84 3.52 -2.10
H -1.87 2.48 -2.38
H 7.11 -1.38 1.79
H -3.01 1.33 -4.13
H 2.64 -1.01 3.99
H -4.74 -1.92 0.97
H -1.75 -1.51 -0.94
H 0.27 -1.08 0.24
H 1.69 -0.70 1.76
H -0.18 4.14 -0.75
H -7.68 -2.64 -1.92
H -3.49 -0.84 0.33
H 2.62 -0.93 0.28
H 6.80 -1.86 4.32
H 2.51 3.46 -0.32
H 1.25 3.64 0.88
*
```

Results of the Mulliken charge analysis, in e, for atoms 1 through 5: -0.31 -0.31 -0.39 -0.67 -0.72

No. 2
Here is C22H16FeIPSe2Te2 as an isolated structure from the OMol25 dataset. Energies are from the ωB97M-V functional and the def2-TZVPD basis.

Summary:
HOMO (alpha / beta) (eV): -6.303 / -6.427
F_max (eV/A): 0.5
Energy relative to the best compared isomer or geometry (same formula, charge and spin) (kJ/mol): 0.0
Calculated total energy (eV): -220130.956
HOMO-LUMO gap (alpha / beta) (eV): 5.8 / 5.8
LUMO energy (alpha / beta) (eV): -0.55 / -0.63
⟨S²⟩: 6.0268

The geometry in ORCA input format:
```
! RIJCOSX wB97M-V def2-TZVPD def2/J DEFGRID3
* xyz 0 5
I -3.51 -1.33 0.19
Te -4.90 3.86 1.96
Te -3.81 2.90 4.31
Se -3.57 2.76 0.13
Se -2.69 0.72 3.72
Fe -2.60 0.91 1.33
P -0.39 0.40 0.40
C -2.08 -2.46 -0.88
C 2.98 0.93 2.71
C -2.68 -3.58 -1.37
C 0.41 4.15 -2.13
C 2.07 -1.95 -1.77
C 0.87 0.33 1.71
C 0.32 2.92 -2.77
C 1.54 -0.67 3.80
C 0.14 1.76 -2.02
C 1.36 -3.02 -2.21
C 1.42 -0.99 -0.99
C -0.67 -4.31 -2.39
C 0.09 -1.05 -0.65
C 0.62 -0.53 2.78
C 0.03 1.83 -0.64
C 0.09 3.07 -0.01
C -0.70 -2.17 -1.10
C -1.98 -4.53 -2.13
C 2.06 1.06 1.68
C 2.72 0.06 3.77
C 0.29 4.22 -0.75
C -0.01 -3.16 -1.89
H 0.56 5.05 -2.72
H -2.49 -5.41 -2.50
H 1.82 -3.79 -2.80
H 3.90 1.50 2.69
H 0.34 5.18 -0.25
H 0.07 0.80 -2.53
H 2.00 -0.14 -0.64
H 0.40 2.85 -3.85
H -3.73 -3.76 -1.17
H -0.09 -5.01 -2.97
H 1.33 -1.33 4.63
H -0.05 3.15 1.06
H 3.44 -0.04 4.58
H 2.26 1.74 0.86
H -0.31 -1.08 2.82
H 3.12 -1.84 -2.00
*
```

Results of the Mulliken charge analysis, in e, for atoms 1 through 5: 0.15 -0.07 -0.07 -0.41 -0.38

No. 3
Here is one molecule with the formula C22H16N4O2S3 from the OMol25 dataset. Energies are from the ωB97M-V functional and the def2-TZVPD basis.

Summary:
HOMO (eV): -8.168
F_max (eV/A): 4.1
Energy relative to the best compared isomer or geometry (same formula, charge and spin) (kJ/mol): 0.0
Calculated total energy (eV): -65632.437
HOMO-LUMO gap (eV): 6.5
LUMO energy (eV): -1.68

The geometry in ORCA input format:
```
! RIJCOSX wB97M-V def2-TZVPD def2/J DEFGRID3
* xyz 0 1
S 0.75 0.11 0.09
S 2.42 -0.31 -2.35
S 3.60 -0.35 -0.67
O 0.51 -0.80 2.98
O -0.91 2.55 -0.59
N 2.30 -2.09 3.80
N -1.26 3.06 -2.84
N 3.63 -2.19 3.55
N -0.53 2.86 -3.98
C -3.21 4.19 -1.70
C 2.09 -3.68 7.21
C 1.11 0.60 -1.59
C -2.52 4.95 -3.83
C 0.34 -3.10 5.04
C 5.22 -1.50 1.88
C 1.48 1.74 -4.74
C 0.72 -4.07 7.28
C 2.33 -0.53 0.53
C -0.11 -3.77 6.22
C 0.47 2.04 -3.68
C -4.28 6.13 -2.68
C 1.71 -2.77 4.92
C -2.30 4.02 -2.76
C 2.52 -3.02 6.03
C 1.63 -1.32 2.86
C -0.71 2.35 -1.80
C -4.19 5.21 -1.66
C 0.38 1.58 -2.30
C -3.45 5.94 -3.78
C 2.56 -1.07 1.79
C 3.80 -1.59 2.40
H -3.50 6.66 -4.66
H 2.80 -3.84 8.02
H 0.36 -4.58 8.16
H -1.85 4.84 -4.70
H -5.00 6.95 -2.65
H 3.55 -2.70 5.97
H 1.20 2.19 -5.70
H 5.89 -2.07 2.56
H 1.54 0.68 -4.98
H 2.44 2.17 -4.42
H -3.19 3.58 -0.78
H 5.52 -0.44 1.88
H -0.32 -2.93 4.18
H -1.15 -4.10 6.32
H -4.87 5.23 -0.80
H 5.33 -1.93 0.85
*
```

Results of the Mulliken charge analysis, in e, for atoms 1 through 5: 0.02 -0.11 -0.06 -0.67 -0.66

No. 4
Here is an isolated ion of composition C22H16N5O2 and charge -1 from the OMol25 dataset. Energies are from the ωB97M-V functional and the def2-TZVPD basis.

Summary:
HOMO (eV): -3.444
F_max (eV/A): 2.3
Energy relative to the best compared isomer or geometry (same formula, charge and spin) (kJ/mol): 13.0
Calculated total energy (eV): -34614.632
HOMO-LUMO gap (eV): 5.6
LUMO energy (eV): 2.11

The geometry in ORCA input format:
```
! RIJCOSX wB97M-V def2-TZVPD def2/J DEFGRID3
* xyz -1 1
O -1.64 -10.68 6.79
O -0.83 -12.32 5.63
N -1.20 -11.13 5.71
N -1.30 -6.56 0.96
N -1.97 -5.55 1.15
N -2.34 -4.76 -2.32
N -0.21 -3.92 0.16
C 1.80 -2.65 0.37
C 2.11 -2.76 -0.99
C -0.22 -0.49 3.64
C -1.07 -3.05 2.89
C -0.62 -10.79 3.36
C -2.00 -4.58 -1.22
C -1.12 -10.29 4.57
C 4.43 -2.31 -0.52
C -1.44 -8.12 3.56
C -1.64 -2.42 3.99
C -0.85 -7.74 1.12
C -1.20 -1.15 4.37
C 0.39 -3.01 0.85
C 3.41 -2.58 -1.45
C -0.12 -2.38 2.12
C 2.82 -2.29 1.27
C -1.52 -8.94 4.67
C -0.54 -9.95 2.27
C -1.60 -4.28 0.15
C 0.29 -1.08 2.48
C -0.93 -8.59 2.32
C 4.14 -2.14 0.83
H -2.42 -2.93 4.54
H 0.15 0.49 3.93
H 4.93 -1.90 1.55
H -0.31 -11.83 3.31
H 1.29 -3.00 -1.67
H -0.16 -10.34 1.34
H -1.37 -4.07 2.63
H -0.40 -8.19 0.22
H -1.91 -8.60 5.63
H -1.65 -0.65 5.24
H -1.76 -7.09 3.65
H 3.61 -2.68 -2.51
H -2.26 -3.55 0.59
H 5.46 -2.23 -0.88
H 2.59 -2.14 2.33
H 1.02 -0.55 1.87
*
```

Results of the Mulliken charge analysis, in e, for atoms 1 through 5: -0.64 -0.64 0.91 0.43 -1.03